P:
This record from the OMol25 dataset describes an isolated molecule of CH3BrP2. The level of theory is ωB97M-V with the def2-TZVPD basis set.

Its HOMO-LUMO gap is 8.03 eV. Its SMILES is C=P#[PH]Br. The value obtained for the highest occupied orbital energy is -8.859 eV.

Last column: natural (NBO) charge in e.
Positions of all 7 atoms, in Å:
C (-1.7083, 0.5224, 0.0072)  -0.86
P (1.3669, -0.5687, -0.6119)  0.20
P (-0.1295, 1.0665, -0.0026)  0.42
Br (3.6346, -0.2192, -0.1221)  -0.22
H (-2.6557, 1.1003, 0.2977)  0.27
H (-1.7030, -0.5380, -0.1040)  0.21
H (1.1952, -1.3633, 0.5358)  -0.01

=====

Q:
This record from the OMol25 dataset describes a cluster of 2 separate species, CH3BrP2 in total. The level of theory is ωB97M-V with the def2-TZVPD basis set.

Its HOMO-LUMO gap is 8.03 eV. The value obtained for the highest occupied orbital energy is -8.914 eV.

Last column: natural (NBO) charge in e.
Positions of all 7 atoms, in Å:
C (-0.3811, -0.9116, 0.3171)  -0.76
P (0.0814, 1.9517, -0.1910)  -0.05
P (1.0990, 0.2573, 0.2992)  0.37
Br (-2.1755, -0.3082, -0.1471)  0.09
H (0.3812, -1.6015, -1.2204)  0.13
H (-0.4165, -1.8826, 0.9841)  0.25
H (1.4114, 2.4950, -0.0419)  -0.03

=====

It comes down to P, which is 59.5 kcal/mol more stable than the next structure.

=====

P:
This record from the OMol25 dataset describes a cluster of 4 separate species, C5H14O3 in total. The level of theory is ωB97M-V with the def2-TZVPD basis set.

Its HOMO-LUMO gap is 8.40 eV. Its SMILES is C=C/C=C/C.O.O.O. The value obtained for the highest occupied orbital energy is -8.131 eV.

Last column: natural (NBO) charge in e.
Positions of all 22 atoms, in Å:
C (1.9916, -1.1537, -1.7273)  -0.65
C (1.2488, -0.5490, -0.6682)  -0.18
C (1.9472, 0.1348, 0.3142)  -0.21
C (1.0007, 0.8071, 1.2670)  -0.21
C (1.2612, 2.0061, 1.8103)  -0.39
H (1.3223, -1.7301, -2.4514)  0.21
H (2.8204, -1.8993, -1.3860)  0.22
H (2.4791, -0.4470, -2.2995)  0.22
H (0.1884, -0.6042, -0.5625)  0.21
H (3.0044, 0.3225, 0.5102)  0.21
H (0.0320, 0.5897, 0.9626)  0.17
H (0.6040, 2.8923, 2.0054)  0.21
H (2.3501, 2.2005, 2.1294)  0.18
H (-1.8583, -5.2300, 3.4742)  0.47
H (-2.6853, -4.0026, 2.9907)  0.47
O (-2.2880, -4.4615, 3.7314)  -0.94
H (-2.6259, 1.9368, -0.5811)  0.47
H (-2.8846, 0.5291, 0.0898)  0.49
O (-2.7440, 0.9676, -0.7848)  -0.96
H (-2.0383, 2.2299, -2.3107)  0.46
H (-1.8204, 2.7941, -3.6245)  0.46
O (-1.3054, 2.6669, -2.8892)  -0.92

=====

Q:
This record from the OMol25 dataset describes a cluster of 4 separate species, C5H14O3 in total. The level of theory is ωB97M-V with the def2-TZVPD basis set.

Its HOMO-LUMO gap is 9.52 eV. Its SMILES is C=CC(=C)C.O.O.O. The value obtained for the highest occupied orbital energy is -9.241 eV.

Last column: natural (NBO) charge in e.
Positions of all 22 atoms, in Å:
C (0.1458, 0.7449, -2.1019)  -0.66
C (0.4529, 0.9553, -0.6255)  -0.05
C (1.3180, 1.8015, -0.0759)  -0.37
C (-0.2764, -0.2580, 1.4745)  -0.36
C (0.0422, -0.2242, 0.1805)  -0.25
H (-0.3236, -0.2273, -2.2292)  0.21
H (1.0471, 0.8947, -2.6890)  0.24
H (-0.6363, 1.5056, -2.3589)  0.24
H (1.7136, 2.6934, -0.5139)  0.21
H (1.4873, 1.6773, 0.9911)  0.18
H (-0.4092, 0.7289, 1.9211)  0.19
H (-0.4673, -1.0925, 2.1308)  0.23
H (-0.3100, -1.0793, -0.4374)  0.18
H (-2.1200, 0.8235, -1.1323)  0.47
H (-3.5741, 0.3305, -1.1291)  0.47
O (-3.0234, 1.0906, -1.3254)  -0.94
H (3.4099, -1.1888, 0.5705)  0.47
H (2.7418, 0.1316, 1.1279)  0.48
O (3.5328, -0.3411, 0.9907)  -0.95
H (-1.3158, -2.6785, 0.5829)  0.46
H (-1.2122, -3.7157, 1.5373)  0.46
O (-1.7798, -2.9439, 1.3874)  -0.92

=====

R:
This record from the OMol25 dataset describes a cluster of 4 separate species, C5H14O3 in total. The level of theory is ωB97M-V with the def2-TZVPD basis set.

Its HOMO-LUMO gap is 9.40 eV. Its SMILES is C=C/C=C/C.O.O.O. The value obtained for the highest occupied orbital energy is -8.878 eV.

Last column: natural (NBO) charge in e.
Positions of all 22 atoms, in Å:
C (-2.4193, -0.8187, 0.5049)  -0.65
C (-0.9831, -1.1163, 0.8571)  -0.16
C (-0.0259, -0.3371, 0.2472)  -0.28
C (1.4031, -0.6469, 0.3651)  -0.23
C (2.5063, -0.0320, -0.1657)  -0.41
H (-2.8729, -0.3558, 1.4068)  0.21
H (-3.0781, -1.6679, 0.3006)  0.23
H (-2.4199, -0.0388, -0.2513)  0.22
H (-0.8063, -1.9888, 1.4690)  0.21
H (-0.4390, 0.5439, -0.3091)  0.23
H (1.4985, -1.3370, 1.1989)  0.20
H (3.4587, -0.5385, 0.0354)  0.21
H (2.3852, 0.8699, -0.7772)  0.22
H (-0.5109, -2.2967, -2.7885)  0.47
H (-0.7181, -2.3553, -1.3061)  0.47
O (-1.0490, -2.7111, -2.1426)  -0.94
H (1.6190, 1.8596, 1.6899)  0.48
H (0.2172, 1.9390, 1.7531)  0.47
O (0.9139, 2.4607, 1.5605)  -0.93
H (-0.0111, 3.3602, -1.6780)  0.47
H (0.7776, 2.6575, -0.4954)  0.50
O (0.5541, 2.5501, -1.4747)  -0.98

=====

S:
This record from the OMol25 dataset describes a cluster of 4 separate species, C5H14O3 in total. The level of theory is ωB97M-V with the def2-TZVPD basis set.

Its HOMO-LUMO gap is 8.75 eV. Its SMILES is C=C/C=C/C.O.O.O. The value obtained for the highest occupied orbital energy is -8.581 eV.

Last column: natural (NBO) charge in e.
Positions of all 22 atoms, in Å:
C (1.8265, 1.3677, -1.5361)  -0.67
C (1.2556, 0.0646, -1.2341)  -0.13
C (0.2671, -0.2902, -0.3083)  -0.30
C (-0.1941, -1.5595, -0.0072)  -0.24
C (-1.0395, -1.8326, 1.0985)  -0.40
H (1.5919, 1.5739, -2.6036)  0.23
H (2.8991, 1.4266, -1.2999)  0.25
H (1.2078, 2.0730, -0.9464)  0.22
H (1.5658, -0.8239, -1.8062)  0.18
H (0.0132, 0.5302, 0.3838)  0.22
H (0.3140, -2.3624, -0.5710)  0.22
H (-1.5075, -2.8444, 1.1064)  0.19
H (-1.4390, -1.2222, 1.9305)  0.23
H (2.8614, 0.4768, 1.9518)  0.46
H (2.4808, -0.1242, 0.7621)  0.47
O (3.3259, 0.0251, 1.2302)  -0.93
H (-2.0533, 0.0808, -1.6746)  0.48
H (-2.6882, -0.7694, -0.6181)  0.48
O (-2.8504, 0.1038, -1.0897)  -0.96
H (-2.6538, 2.1158, 1.7621)  0.46
H (-2.6028, 1.1660, 0.6855)  0.49
O (-2.0608, 1.3966, 1.4671)  -0.96

=====

It comes down to R, which is 7.3 kcal/mol more stable than the next structure.

=====

P:
This record from the OMol25 dataset describes a cluster of 4 separate species, C5H14O3 in total. The level of theory is ωB97M-V with the def2-TZVPD basis set.

Its HOMO-LUMO gap is 9.58 eV. Its SMILES is C=C/C=C/C.O.O.O. The value obtained for the highest occupied orbital energy is -9.345 eV.

Last column: natural (NBO) charge in e.
Positions of all 22 atoms, in Å:
C (-2.7059, -0.9127, 0.5060)  -0.66
C (-1.2564, -0.7528, 0.1649)  -0.11
C (-0.2526, -1.2063, 0.9159)  -0.26
C (1.1549, -0.7457, 0.8099)  -0.18
C (1.8132, -0.3007, -0.2504)  -0.43
H (-2.8369, -1.7169, 1.2241)  0.22
H (-3.3270, -1.1260, -0.3594)  0.22
H (-3.0866, -0.0977, 1.1093)  0.23
H (-1.0589, -0.1649, -0.7238)  0.19
H (-0.4711, -1.6690, 1.8709)  0.20
H (1.5367, -0.7221, 1.8387)  0.20
H (2.8398, 0.0355, -0.1930)  0.21
H (1.3704, 0.1589, -1.1312)  0.18
H (0.6156, -2.2553, -3.1251)  0.47
H (1.0891, -0.8608, -2.6985)  0.47
O (0.7039, -1.3464, -3.4415)  -0.94
H (2.3617, 1.1518, 1.9025)  0.47
H (2.4579, 1.2782, 3.4406)  0.47
O (2.4187, 1.7867, 2.6242)  -0.94
H (-0.6095, 2.6855, -1.1090)  0.47
H (-1.8256, 3.2890, -1.8473)  0.47
O (-0.9314, 3.4915, -1.5277)  -0.94

=====

Q:
This record from the OMol25 dataset describes a cluster of 4 separate species, C5H14O3 in total. The level of theory is ωB97M-V with the def2-TZVPD basis set.

Its HOMO-LUMO gap is 3.47 eV. The value obtained for the highest occupied orbital energy is -8.537 eV.

Last column: natural (NBO) charge in e.
Positions of all 22 atoms, in Å:
C (-0.6524, -0.9685, -1.0950)  -0.58
C (-0.3151, -0.1059, 0.1631)  0.20
C (-0.2233, 1.4693, -0.0532)  -0.66
C (0.1867, -0.4847, 1.6241)  -0.32
C (-1.3171, -0.4257, 1.3069)  -0.38
H (-0.1252, -0.4792, -1.8861)  0.28
H (-1.8558, -0.9099, -1.2873)  0.34
H (-0.4615, -1.9959, -1.0016)  0.25
H (0.7221, 1.6566, -0.5133)  0.28
H (-0.3869, 2.1328, 0.8777)  0.22
H (0.9302, -1.2864, 1.5617)  0.32
H (0.5659, 0.1476, 2.4452)  0.26
H (-1.6522, -1.4735, 1.2836)  0.22
H (2.8029, -0.1243, -1.9720)  0.46
H (-0.9160, 1.9135, -0.7833)  0.27
O (2.1706, 0.1672, -1.2905)  -1.03
H (2.6419, -0.0436, -0.3814)  0.51
H (3.7223, -0.4232, 1.3601)  0.43
O (2.8671, -0.5586, 1.0587)  -1.02
H (-2.2222, 0.2208, 1.1076)  0.34
H (-3.5868, 0.8684, -1.5806)  0.44
O (-2.8954, 0.7033, -0.9446)  -0.83

=====

R:
This record from the OMol25 dataset describes a cluster of 4 separate species, C5H14O3 in total. The level of theory is ωB97M-V with the def2-TZVPD basis set.

Its HOMO-LUMO gap is 3.60 eV. The value obtained for the highest occupied orbital energy is -7.216 eV.

Last column: natural (NBO) charge in e.
Positions of all 22 atoms, in Å:
C (-0.2970, 1.4200, -1.2429)  -0.59
C (0.8939, 0.5002, -1.4439)  -0.58
C (2.5109, -0.7486, 1.7781)  -0.10
O (-1.1865, -0.0106, 1.7597)  -1.04
C (1.7378, -0.4092, 0.7307)  -0.36
C (1.9528, 0.3445, -0.4858)  0.31
H (-1.0606, 1.3666, -2.0218)  0.26
H (-0.0084, 2.4691, -1.3967)  0.20
H (-0.7818, 1.2266, -0.2859)  0.29
H (1.4398, 0.7352, -2.3776)  0.22
H (0.4493, -0.4872, -1.7368)  0.37
H (3.5811, -0.6878, 1.6113)  0.20
H (2.1008, -1.0819, 2.7123)  0.23
H (-0.9897, 0.5337, 2.5210)  0.46
H (0.7006, -0.7271, 0.6716)  0.29
H (3.0014, 0.5367, -0.7097)  0.20
H (-2.0929, -0.9804, -0.3751)  0.51
H (-4.0351, -0.0068, -0.1847)  0.45
O (-3.1314, -0.0992, 0.1388)  -1.27
H (-1.2093, -2.2462, -0.2371)  0.44
H (-2.1371, -0.0428, 1.4903)  0.54
O (-1.4386, -1.6048, -0.9156)  -1.04

=====

It comes down to P, which is 81.5 kcal/mol more stable than the next structure.

=====

P:
This record from the OMol25 dataset describes a cluster of 4 separate species, C5H14O3 in total. The level of theory is ωB97M-V with the def2-TZVPD basis set.

Its HOMO-LUMO gap is 10.24 eV. Its SMILES is C=CCC=C.O.O.O. The value obtained for the highest occupied orbital energy is -9.695 eV.

Last column: natural (NBO) charge in e.
Positions of all 22 atoms, in Å:
C (1.0337, -1.1696, -0.0093)  -0.16
C (2.2615, -1.3969, 0.4343)  -0.41
C (0.6760, -0.3103, -1.1962)  -0.49
C (-0.3624, 0.7529, -0.8623)  -0.21
C (-0.2305, 1.8349, -0.1179)  -0.39
H (0.1896, -1.6368, 0.4878)  0.20
H (2.2760, -1.9948, 1.3372)  0.20
H (3.1831, -0.9716, 0.0775)  0.20
H (1.5571, 0.1670, -1.6299)  0.21
H (0.2002, -0.9786, -1.9155)  0.22
H (-1.3195, 0.5346, -1.3247)  0.19
H (-1.0503, 2.5299, 0.0371)  0.20
H (0.6505, 2.1861, 0.4096)  0.23
H (2.7062, 3.9705, 0.7580)  0.48
H (2.4014, 3.3251, -0.6292)  0.48
O (2.0002, 3.6895, 0.1688)  -0.94
H (-3.4784, -2.3077, 0.0223)  0.48
H (-3.0680, -3.4268, -0.9206)  0.46
O (-3.3620, -3.2631, -0.0186)  -0.94
H (-1.7853, -0.2847, 0.9587)  0.47
H (-2.0571, -0.5158, 2.4030)  0.47
O (-2.4218, -0.7339, 1.5299)  -0.95

=====

Q:
This record from the OMol25 dataset describes a cluster of 4 separate species, C5H14O3 in total. The level of theory is ωB97M-V with the def2-TZVPD basis set.

Its HOMO-LUMO gap is 9.84 eV. Its SMILES is C=CCC=C.O.O.O. The value obtained for the highest occupied orbital energy is -9.283 eV.

Last column: natural (NBO) charge in e.
Positions of all 22 atoms, in Å:
C (0.9553, -2.0639, 0.0709)  -0.16
C (0.8448, -2.9860, -0.9098)  -0.41
C (1.9090, -1.0334, -0.0625)  -0.49
C (1.5669, 0.4221, 0.4028)  -0.16
C (0.3620, 0.9832, 0.6188)  -0.43
H (0.2848, -2.2389, 0.8899)  0.20
H (0.0211, -3.6073, -0.9641)  0.20
H (1.4466, -2.6857, -1.7025)  0.18
H (2.7007, -1.3757, 0.6207)  0.23
H (2.4193, -1.0124, -1.1116)  0.22
H (2.4384, 1.1387, 0.4396)  0.21
H (0.4144, 2.0292, 0.9651)  0.20
H (-0.6432, 0.4993, 0.6535)  0.20
H (1.8814, 4.5566, -0.1245)  0.48
H (3.2513, 5.0205, 0.6836)  0.48
O (2.7477, 4.2167, 0.2444)  -0.96
H (-2.5726, -2.6144, 1.5178)  0.46
H (-3.6842, -3.5321, 1.9434)  0.47
O (-3.2501, -2.6440, 2.2048)  -0.93
H (-3.6196, 2.0934, -2.1281)  0.47
H (-4.9266, 2.8301, -1.9593)  0.47
O (-4.5474, 2.0040, -2.2929)  -0.93

=====

R:
This record from the OMol25 dataset describes a cluster of 4 separate species, C5H14O3 in total. The level of theory is ωB97M-V with the def2-TZVPD basis set.

Its HOMO-LUMO gap is 10.15 eV. Its SMILES is C=CCC=C.O.O.O. The value obtained for the highest occupied orbital energy is -9.624 eV.

Last column: natural (NBO) charge in e.
Positions of all 22 atoms, in Å:
C (1.0769, -1.2411, -0.0400)  -0.15
C (2.3478, -1.5406, 0.3789)  -0.43
C (0.7291, -0.2998, -1.2168)  -0.49
C (-0.2691, 0.7962, -0.8729)  -0.21
C (-0.1752, 1.9090, -0.1378)  -0.41
H (0.2157, -1.6768, 0.4530)  0.20
H (2.2092, -2.1206, 1.3461)  0.20
H (3.3535, -1.1541, 0.0843)  0.21
H (1.5586, 0.1562, -1.6374)  0.21
H (0.1827, -0.9521, -1.9240)  0.22
H (-1.2566, 0.5222, -1.3849)  0.19
H (-1.0047, 2.6139, -0.0038)  0.20
H (0.6663, 2.3077, 0.4120)  0.23
H (2.5075, 4.0272, 0.8087)  0.48
H (2.2597, 3.3600, -0.5592)  0.48
O (1.8454, 3.7175, 0.1915)  -0.94
H (-3.5429, -2.2786, 0.0391)  0.48
H (-3.1159, -3.4430, -0.8379)  0.46
O (-3.3956, -3.2609, 0.0582)  -0.94
H (-1.7485, -0.2561, 0.9618)  0.47
H (-2.0347, -0.4713, 2.3421)  0.46
O (-2.4093, -0.7148, 1.5391)  -0.94

=====

It comes down to P, which is 21.0 kcal/mol more stable than the next structure.